[1]
DFT (wB97M-V/def2-TZVPD) results for C4H2F2O in the gas phase in a non-equilibrium geometry.

Multiplicity = 1
Orbital gap (alpha / beta) = 9.11 / 9.11 eV
ΔE to the lowest compared entry with this formula, charge and spin = 111.7 kcal per mole
Calculated total energy = -11656.701 eV

```
9
Properties=species:S:1:pos:R:3:forces:R:3
C 1.16388 -1.37038 0.36588 0.10 -0.10 -0.22
C 1.00270 -0.32021 -0.40906 1.45 1.89 -1.51
C 0.43610 0.72558 -1.04776 -1.61 -0.25 -3.27
C 0.03057 -0.56107 0.69651 -2.67 -0.96 2.54
O -1.27929 -0.93856 0.45433 0.40 1.39 1.40
F 0.76960 2.03413 -1.07676 0.20 -1.23 0.81
F 0.01768 0.22714 1.84100 0.33 -0.08 -0.91
H -0.38174 0.51649 -1.89064 1.73 0.45 2.16
H -1.75949 -0.31312 1.06651 0.06 -1.11 -1.00
```
Positions in Å, forces in eV/Å.

[2]
DFT (wB97M-V/def2-TZVPD) results for a molecular structure, C28H48BBr2N6Sc in a non-equilibrium geometry.

Multiplicity = 1
Orbital gap = 8.27 eV
ΔE to the lowest compared entry with this formula, charge and spin = 7.8 kcal per mole
Calculated total energy = -200208.961 eV
Total charge = +2

```
86
Properties=species:S:1:pos:R:3:forces:R:3
Sc -1.37142 0.03091 -1.46757 -0.03 0.15 0.63
C -4.04561 1.01360 -0.58665 1.08 1.08 -0.39
C -3.53006 2.46972 -0.23202 -1.22 -1.27 0.31
C -4.53610 3.11370 0.70641 -0.50 0.55 1.54
C -2.17577 2.39302 0.37722 -1.35 1.11 0.32
C -1.74648 3.02465 1.52554 1.39 -0.36 0.02
C -0.43427 2.55392 1.68389 -0.07 0.44 0.72
C 0.52232 2.84976 2.81058 0.09 -0.82 0.04
C -0.11329 3.64369 3.93833 -0.06 -0.42 0.67
C 1.81884 3.49835 2.33667 0.23 -0.10 -0.06
N -0.16197 1.68799 0.70057 1.07 0.02 0.09
N -1.22089 1.62850 -0.13077 -0.20 -0.75 -0.79
B 0.93885 0.58323 0.67003 0.00 -0.09 0.20
N 1.55659 0.40780 -0.73452 -0.55 0.55 -0.36
N 0.67759 0.23646 -1.77358 -0.54 -0.29 0.01
C 1.39044 -0.15494 -2.84322 0.06 -0.39 -0.74
C 2.71320 -0.21792 -2.50561 0.92 -0.12 0.40
C 2.80478 0.17589 -1.15799 -0.24 0.13 0.72
C 3.96600 0.27270 -0.17738 -0.05 -1.83 -1.63
C 4.34631 -1.20046 0.15265 -0.15 -0.15 -0.41
C 5.12713 1.02374 -0.76804 1.07 -0.58 -0.56
C 0.77383 -0.56477 -4.16653 -0.42 0.34 -0.11
C 0.75798 -2.08685 -4.29266 -0.25 -0.84 0.81
C 1.46076 0.11501 -5.35632 1.82 0.11 0.65
N 0.22219 -0.77243 1.00982 -0.80 0.12 -0.49
N -0.96080 -1.08638 0.33602 0.70 0.23 -0.57
C -1.42849 -2.22163 0.88069 0.30 0.20 0.66
C -0.59066 -2.62811 1.90903 -0.07 0.37 -0.68
C 0.44233 -1.70371 1.94005 0.09 0.36 0.15
C 1.61578 -1.68232 2.85205 1.16 -0.32 -0.19
C 2.27907 -3.06757 2.87074 1.04 0.04 -0.73
C 1.23087 -1.29773 4.26167 0.08 0.57 1.01
C -2.76162 -2.76637 0.55162 -1.29 0.29 -0.49
C -3.01674 -3.05933 -0.92867 0.97 0.18 0.20
C -3.02091 -3.98223 1.39021 1.12 0.16 1.71
H -5.08763 0.86465 -0.35372 -0.37 0.06 -0.12
H -3.50426 0.28230 0.01482 0.14 -0.32 0.10
H -3.90323 0.86755 -1.67193 -0.19 -0.31 0.32
H -3.49071 3.01626 -1.15311 0.06 0.50 -0.54
H -4.66771 2.48165 1.62899 0.17 0.50 -0.82
H -5.54826 3.24871 0.28350 0.61 -0.21 -0.12
H -4.22465 4.11876 1.07804 -0.10 -0.70 -0.44
H -2.20371 3.71250 2.21196 -0.34 0.01 -0.25
H 0.74584 1.85113 3.19352 0.24 -0.05 0.23
H -0.30591 4.65690 3.61615 0.16 0.47 0.14
H 0.52657 3.60877 4.85387 -0.38 0.29 -0.87
H -1.07856 3.22897 4.23691 0.04 -0.12 -0.02
H 1.57620 4.45215 1.88917 0.05 0.26 -0.41
H 2.36868 2.86150 1.62227 -0.22 0.44 0.26
H 2.47242 3.73949 3.18107 -0.10 -0.29 -0.05
H 1.76786 0.84963 1.46368 0.00 -0.17 0.12
H 3.49695 -0.62626 -3.12215 0.15 0.33 0.00
H 3.65009 0.76918 0.70956 -0.37 0.28 0.68
H 4.65840 -1.80769 -0.73807 -0.47 0.68 0.64
H 3.52068 -1.68563 0.67169 -0.19 -0.20 -0.31
H 5.15697 -1.26078 0.85521 0.59 0.28 0.28
H 5.38876 0.66786 -1.79570 -0.22 0.25 0.79
H 6.00436 0.82752 -0.12413 -0.29 0.38 -0.37
H 4.91651 2.07998 -0.81050 0.11 0.42 -0.06
H -0.28084 -0.23777 -4.14702 0.07 0.06 0.02
H 1.75747 -2.52166 -4.26426 0.10 0.18 0.01
H 0.27172 -2.50230 -5.17309 -0.04 0.48 -0.30
H 0.20633 -2.54263 -3.44303 0.30 0.24 -0.21
H 2.56258 -0.13050 -5.32491 -1.09 0.09 -0.14
H 1.43790 1.20490 -5.34594 -0.25 0.04 0.31
H 1.09382 -0.19322 -6.31342 -0.37 -0.45 -0.45
H -0.71592 -3.45844 2.55640 -0.02 -0.46 0.29
H 2.34570 -0.95460 2.45063 -0.32 -0.27 0.27
H 1.59924 -3.79420 3.29680 -0.01 -0.24 0.20
H 3.22385 -3.03047 3.46736 -0.84 -0.09 -0.39
H 2.54751 -3.41321 1.84091 -0.21 0.23 0.78
H 0.41781 -1.92023 4.64709 0.19 -0.10 -0.03
H 0.85466 -0.27764 4.26770 -0.08 0.22 0.12
H 2.08185 -1.32895 4.99327 -0.66 -0.14 -0.85
H -3.49900 -1.98896 0.82310 0.21 -0.14 0.13
H -2.43195 -3.92649 -1.23129 0.02 -0.04 -0.20
H -2.66611 -2.20578 -1.54441 -0.24 -0.17 -0.10
H -4.06350 -3.24996 -1.12661 -0.18 0.09 -0.08
H -2.23491 -4.71978 1.22473 0.06 -0.06 0.06
H -3.93171 -4.47373 1.21014 -1.36 -0.38 -0.43
H -3.00408 -3.69243 2.47290 -0.04 -0.40 -0.86
Br -1.98374 2.19407 -3.54870 0.24 -0.07 0.14
C -2.69865 0.88591 -4.77852 1.11 0.07 0.29
Br -3.14544 -0.70880 -3.83352 0.03 -0.59 0.26
H -1.93638 0.65291 -5.51274 -0.07 0.04 -0.03
H -3.57363 1.29898 -5.18692 -1.05 0.37 -0.61
```
Positions in Å, forces in eV/Å.

[3]
DFT (wB97M-V/def2-TZVPD) results for a molecular structure, C36H35B2F21O30Y in a non-equilibrium geometry.

Multiplicity = 1
Orbital gap = 1.19 eV
Calculated total energy = -158774.308 eV
Total charge = +1

```
125
Properties=species:S:1:pos:R:3:forces:R:3
Y 4.86000 -1.28131 -5.97793 -0.03 0.13 0.14
O 4.63872 -5.32284 -1.48415 0.95 -3.29 2.39
C 4.79780 -6.23110 -0.64935 -1.35 2.32 -1.82
O 4.92087 -7.52963 -0.77262 -0.05 0.20 -1.13
B 4.67569 -8.27018 0.48703 0.28 1.27 0.16
O 4.74599 -7.20742 1.48968 -0.64 2.03 -0.31
C 4.68231 -5.97261 0.90720 0.58 2.59 3.13
O 4.64481 -4.84420 1.45730 0.02 -4.95 -2.26
O 5.66695 -9.32786 0.75257 0.38 2.42 -0.45
C 5.07816 -10.44384 0.76169 1.94 -4.90 0.89
O 5.57073 -11.54294 0.94118 -0.94 1.79 -0.41
C 3.56864 -10.24169 0.57263 -4.10 -3.32 0.11
O 3.36398 -8.98202 0.45748 0.46 1.49 -0.25
O 2.72889 -11.14465 0.58614 2.47 2.41 -0.11
O 4.24588 3.60014 0.37105 -4.68 -1.71 2.19
C 3.11101 3.19053 0.73319 3.68 2.57 -1.18
O 2.32849 3.49446 1.74643 1.40 0.02 -0.09
B 0.99433 2.91801 1.60181 -0.83 -0.38 0.15
O 1.05045 2.11876 0.33791 0.59 0.72 0.51
C 2.23609 2.29519 -0.17440 0.85 -2.89 -3.63
O 2.67941 1.77301 -1.20130 -1.23 1.35 2.42
O 0.58917 2.02385 2.75583 0.12 2.24 -1.43
C -0.46686 2.60012 3.30618 -1.14 -2.54 1.73
O -1.08074 2.06560 4.19902 0.46 1.40 -0.90
C -0.91619 3.88910 2.53003 -2.97 3.93 -1.23
O 0.00370 4.01854 1.49137 -1.63 -0.88 2.44
O -1.93057 4.62606 2.74860 5.42 -3.92 -1.04
C -1.92828 -6.45952 -3.72224 0.13 0.36 -0.79
C -1.14343 -5.31362 -4.43691 0.24 -1.57 1.81
O -1.94072 -4.15826 -4.40062 -1.33 2.57 -0.23
C -1.43591 -2.91070 -4.59428 3.74 -2.45 -1.53
O -0.22703 -2.75600 -4.84532 -3.09 0.48 0.85
C -2.52647 -1.80763 -4.68433 1.61 -1.02 0.62
F -2.59812 -1.35338 -5.92279 0.64 0.92 -0.29
F -3.66254 -2.31706 -4.41187 -2.72 -1.04 0.72
F -2.26751 -0.88582 -3.75900 0.35 0.78 -0.53
H -2.15046 -6.28400 -2.66966 0.19 0.34 -0.09
H -1.33666 -7.37255 -3.78888 0.09 0.02 0.00
H -2.87355 -6.65971 -4.22671 0.00 0.09 -0.06
H -0.87350 -5.63711 -5.44218 -0.06 0.44 -0.10
H -0.25958 -5.13669 -3.82404 0.31 0.10 -0.39
C -0.99705 7.60076 -3.65230 1.23 -0.27 -0.51
C -0.08345 6.66592 -4.49807 1.18 0.69 3.48
O -0.67983 6.50435 -5.69917 -1.74 -0.24 -2.09
C -0.26879 5.60056 -6.53192 1.53 -2.31 -0.25
O 0.45351 4.62933 -6.31114 -1.35 2.03 -0.29
C -0.77543 5.92884 -7.95844 -1.22 -0.43 1.77
F 0.20906 5.75323 -8.78748 0.60 0.28 -1.16
F -1.77165 5.05480 -8.27164 0.40 0.88 -0.08
F -1.23501 7.19874 -7.96834 0.15 -0.90 -0.87
H -0.50023 7.89344 -2.72732 0.10 -0.06 -0.05
H -1.93217 7.11460 -3.37427 0.02 0.02 -0.31
H -1.15239 8.50191 -4.24550 -0.35 -0.01 0.16
H 0.16073 5.75360 -3.95387 -0.60 -0.46 -0.20
H 0.91528 7.03715 -4.72788 0.08 0.75 0.40
C 6.73521 4.82798 -12.34917 0.54 0.16 0.49
C 6.65035 3.92658 -11.09573 0.86 0.19 -2.24
O 6.81775 4.78439 -9.97010 -0.39 -0.21 3.19
C 6.77103 4.34341 -8.66436 -0.60 -4.73 -0.30
O 6.48772 3.15836 -8.27338 0.94 4.93 -1.95
C 7.25389 5.39227 -7.57798 -1.30 -2.50 -1.28
F 7.72826 6.42296 -8.13743 1.76 2.57 -1.31
F 6.22191 5.78003 -6.86426 -0.83 -0.20 1.13
F 8.17019 4.79104 -6.82835 0.03 0.07 0.41
H 6.91445 4.21664 -13.23362 -0.80 -0.18 -0.06
H 7.64092 5.43415 -12.36725 0.05 0.15 0.58
H 5.89432 5.51835 -12.41545 -0.09 -0.29 -0.30
H 7.51122 3.26682 -11.20399 -0.03 -0.25 0.65
H 5.74314 3.33292 -11.20811 -0.18 0.19 1.02
C 10.15463 -1.70619 0.48377 -0.91 1.20 0.06
C 9.87297 -0.25403 -0.00675 -1.29 -0.87 0.17
O 10.66490 -0.01976 -1.14085 1.09 0.22 -4.38
C 10.23084 -0.28538 -2.45358 -1.75 -1.35 1.53
O 9.10211 -0.67508 -2.78939 3.34 1.37 0.91
C 11.46442 -0.15347 -3.48049 0.85 0.38 1.77
F 11.20818 -0.63213 -4.69488 -0.06 0.15 0.85
F 11.79744 1.15622 -3.57707 -0.28 -0.95 -0.14
F 12.55932 -0.81131 -2.94128 -1.63 0.72 -1.01
H 9.89835 -2.39787 -0.31873 0.49 -0.02 -0.08
H 9.48028 -1.97566 1.29663 0.04 0.21 0.18
H 11.17902 -1.77275 0.85023 -0.05 -0.22 -0.32
H 10.07958 0.53942 0.71147 0.48 -0.26 0.04
H 8.85575 -0.04777 -0.33966 -0.39 -0.60 0.37
C -2.64145 -4.75710 3.57055 -0.71 0.29 0.88
C -2.78972 -3.22820 3.40664 0.29 -0.24 -1.12
O -4.13910 -2.74893 3.61479 -1.39 0.51 0.97
C -4.72124 -1.87226 2.78162 5.16 -1.55 -3.28
O -4.24498 -1.64074 1.65508 -1.68 -0.02 2.86
C -5.96556 -1.20469 3.20501 -1.95 0.85 1.87
F -5.79770 0.12312 3.38783 0.36 -0.62 0.01
F -6.82602 -1.39487 2.26547 -1.39 0.17 -2.46
F -6.61021 -1.69369 4.28243 1.19 0.00 0.72
H -1.61405 -5.07817 3.39891 -0.04 0.22 -0.24
H -3.33630 -5.39052 3.01913 0.11 0.47 -0.68
H -2.87934 -5.06195 4.58966 0.18 0.31 0.30
H -2.49944 -2.89295 2.41093 0.04 -0.23 -0.04
H -2.15319 -2.68607 4.10594 -0.15 -0.15 0.22
C -4.99639 -3.06424 10.03123 0.20 0.84 0.95
C -5.99884 -4.10745 10.49316 0.37 -0.30 -2.06
O -5.49062 -4.95242 11.51192 1.38 -1.49 0.58
C -4.52789 -5.90805 11.26501 -0.39 0.52 -2.80
O -3.94146 -6.15566 10.19725 -2.01 0.99 3.55
C -4.32641 -6.75788 12.56514 0.99 0.47 -0.94
F -4.84086 -6.12868 13.63608 0.69 -0.86 -0.46
F -4.80574 -7.97957 12.43305 -1.39 -0.24 0.12
F -3.00615 -6.98207 12.65590 0.22 0.90 0.87
H -5.44418 -2.32976 9.36181 -0.09 -0.35 -0.32
H -4.05361 -3.44248 9.63604 -0.38 -0.37 -0.30
H -4.68926 -2.45443 10.88087 -0.05 0.01 0.30
H -6.25403 -4.73779 9.64130 0.07 -0.20 -0.15
H -6.96007 -3.68919 10.79180 0.37 0.07 0.66
C -9.48713 6.49820 6.75188 -1.17 -0.04 -1.15
C -10.82358 7.14747 6.31104 -0.73 -0.45 1.70
O -11.63590 6.15605 5.63585 -0.55 -0.48 -1.84
C -12.72622 6.56240 4.94598 0.27 3.94 2.43
O -13.19876 7.71500 5.04405 1.23 -3.70 -0.71
C -13.30978 5.51807 3.99623 -0.80 -1.35 2.40
F -12.76041 4.27810 4.15354 -0.54 1.01 -0.08
F -14.65402 5.41764 4.18890 1.01 -0.09 -0.12
F -13.08012 5.93947 2.81419 0.29 0.44 -2.61
H -9.62282 5.47839 7.11199 -0.38 0.07 0.06
H -9.02808 7.05892 7.56612 0.21 0.22 -0.47
H -8.92512 6.40058 5.82305 0.73 0.21 0.40
H -10.75315 8.06548 5.72758 0.21 -0.25 -0.17
H -11.43573 7.36455 7.18639 0.22 0.47 0.19
```
Positions in Å, forces in eV/Å.